C17H19N3O2S | wB97M-V/def2-TZVPD

Results
- E_tot (hartree) = -1372.141269
- gap between HOMO and LUMO (eV) = 8.69
- HOMO energy (eV) = -7.98
- LUMO level (eV) = 0.72
- energy relative to the best compared isomer or geometry (same formula, charge and spin) (kcal per mole) = 43.7
- SMILES string = CCCn1cc(SCC(=O)Nc2cc(C)on2)c2ccccc21

Positions of all 42 atoms, in Å:
C: -1.03 0.49 -1.45
S: -3.38 1.78 -0.49
C: -1.22 -2.72 2.17
C: -1.17 -2.98 -0.35
C: 1.46 -0.07 -2.50
H: -0.62 -2.78 3.08
C: -2.71 2.42 1.11
C: -2.46 -0.86 -0.37
O: -0.65 3.55 0.62
H: -3.30 -1.29 0.15
H: 0.49 -2.42 0.91
C: -1.21 2.55 1.00
C: 0.76 1.11 1.09
H: -3.02 1.74 1.90
H: -1.59 -1.70 2.08
H: 2.44 -0.26 -2.91
C: 0.92 1.22 -2.59
C: 0.77 -1.10 -1.90
H: 4.96 1.00 0.74
C: -2.29 0.43 -0.79
C: -0.37 -3.09 0.96
H: 4.40 2.43 -0.16
H: 4.41 0.83 -0.92
H: -1.10 0.59 1.66
H: -3.17 3.40 1.23
C: -0.49 -0.81 -1.37
C: 4.24 1.37 0.01
H: -0.62 -3.48 -1.16
H: 1.50 2.00 -3.06
H: -2.14 -3.48 -0.24
C: -0.32 1.52 -2.07
H: -0.73 2.51 -2.13
O: 2.52 -0.10 0.89
H: -0.01 -4.11 1.07
N: -0.56 1.40 1.36
N: -1.39 -1.61 -0.72
N: 1.21 -0.11 1.27
H: -2.06 -3.39 2.28
H: 1.69 3.00 0.35
H: 1.20 -2.09 -1.82
C: 2.86 1.14 0.48
C: 1.78 1.96 0.59